Version A
21
Properties=species:S:1:pos:R:3 method="wB97M-V/def2-TZVPD" e_lumo_ev=0.9
C 1.826 0.520 -0.705
C 0.457 1.057 -0.279
C 0.624 2.316 0.573
C -0.378 0.024 0.486
C -0.809 -1.188 -0.303
C -1.732 -2.148 0.395
O -1.132 -0.946 -1.635
H 2.410 1.308 -1.193
H 1.746 -0.308 -1.417
H 2.399 0.169 0.163
H -0.108 1.310 -1.184
H 1.189 3.085 0.033
H 1.170 2.095 1.500
H -0.346 2.745 0.850
H -1.297 0.506 0.845
H 0.160 -0.349 1.367
H 0.301 -1.897 -0.426
H -2.701 -1.668 0.558
H -1.300 -2.433 1.357
H -1.890 -3.034 -0.225
H -0.182 -1.563 -1.424


Version B
21
Properties=species:S:1:pos:R:3 method="wB97M-V/def2-TZVPD" smiles="C=CCCCC.O" e_lumo_ev=1.0
C -1.233 0.444 2.620
C -1.006 0.776 1.351
C -0.919 -0.209 0.217
C 0.129 0.134 -0.845
C 0.052 -0.803 -2.051
C 1.021 -0.428 -3.169
H -1.340 1.197 3.397
H -1.319 -0.594 2.934
H -0.910 1.833 1.090
H -0.735 -1.213 0.620
H -1.903 -0.249 -0.274
H 1.136 0.096 -0.407
H -0.023 1.171 -1.180
H -0.975 -0.795 -2.442
H 0.246 -1.833 -1.721
H 0.931 -1.111 -4.020
H 2.060 -0.458 -2.820
H 0.821 0.587 -3.534
O 1.581 0.183 3.461
H 1.012 0.371 2.704
H 1.375 0.902 4.069


Version C
21
Properties=species:S:1:pos:R:3 method="wB97M-V/def2-TZVPD" e_lumo_ev="0.9 / 0.9"
C 0.309 2.709 2.155
C 0.217 1.203 1.925
C -0.147 0.859 0.482
C -0.222 -0.650 0.231
C -0.641 -0.978 -1.161
O -0.004 -1.927 -1.775
C -0.216 -2.262 -3.034
H 0.581 2.945 3.189
H -0.649 3.196 1.938
H 1.064 3.157 1.499
H 1.175 0.730 2.179
H -0.530 0.768 2.603
H -1.110 1.323 0.228
H 0.592 1.295 -0.203
H -0.917 -1.101 0.958
H 0.758 -1.108 0.403
H -1.623 -0.709 -1.548
H 0.025 0.152 -2.743
H -1.229 -2.151 -3.411
H 0.414 -3.074 -3.367
H 0.142 -0.348 -3.350


Version D
21
Properties=species:S:1:pos:R:3 method="wB97M-V/def2-TZVPD" smiles=CCCCCOC e_lumo_ev=1.1
C -3.320 0.229 -0.549
C -2.107 -0.363 0.164
C -0.829 -0.265 -0.667
C 0.437 -0.594 0.121
C 1.700 -0.486 -0.731
O 2.866 -0.412 0.066
C 3.355 0.900 0.195
H -4.223 0.144 0.066
H -3.511 -0.279 -1.501
H -3.162 1.292 -0.767
H -1.957 0.161 1.118
H -2.303 -1.413 0.420
H -0.910 -0.925 -1.544
H -0.740 0.756 -1.067
H 0.372 -1.602 0.552
H 0.535 0.100 0.968
H 1.802 -1.363 -1.382
H 1.637 0.398 -1.384
H 3.760 1.274 -0.762
H 4.155 0.873 0.941
H 2.579 1.611 0.536


Energy comparison, zero being the most stable, in kcal/mol: version A 51.6; version B 1.2; version C 85.5; version D 0.0.


Version A
21
Properties=species:S:1:pos:R:3 method="wB97M-V/def2-TZVPD" e_lumo_ev="0.3 / -0.5"
C 0.971 0.355 3.245
C 0.171 -0.309 2.204
C -0.216 0.553 0.969
C -0.423 -0.364 -0.232
C -0.563 0.359 -1.566
C -0.552 -0.632 -2.716
O -0.682 0.083 -3.927
H 2.885 1.446 1.887
H 0.479 0.709 4.153
H 2.045 0.418 3.174
H 0.789 -1.124 1.807
H -0.748 -0.744 2.630
H -1.112 1.154 1.172
H 0.617 1.240 0.790
H -1.292 -1.016 -0.062
H 0.451 -1.029 -0.291
H -1.489 0.946 -1.605
H 0.270 1.061 -1.701
H 0.391 -1.204 -2.689
H -1.374 -1.356 -2.587
H -0.618 -0.547 -4.654


Version B
21
Properties=species:S:1:pos:R:3 method="wB97M-V/def2-TZVPD" e_lumo_ev=-1.5
C -1.712 -0.980 0.482
O -2.362 -2.014 0.244
C -0.830 -0.315 -0.441
C 0.498 0.286 -0.073
C 1.686 -0.492 -0.606
C 0.594 1.851 -0.326
C 1.636 2.424 0.654
H -0.816 -0.662 -1.480
H -1.902 -0.332 1.385
H -0.861 -4.118 -0.313
H -0.555 -1.449 1.256
H -0.135 -4.270 -0.217
H 0.538 0.321 1.025
H 1.503 -1.568 -0.482
H 1.798 -0.371 -1.691
H 2.615 -0.338 -0.058
H 0.910 1.892 -1.367
H -0.411 2.224 -0.131
H 2.643 2.088 0.433
H 1.492 3.506 0.685
H 1.252 2.065 1.618


Energy comparison, zero being the most stable, in kcal/mol: version A 0.0; version B 23.1.


Version A
21
Properties=species:S:1:pos:R:3 method="wB97M-V/def2-TZVPD" smiles="CC(=O)CC(C)C.[H][H]" e_lumo_ev=1.0
C -0.437 -1.094 -2.542
C -0.878 -0.402 -1.267
O -1.898 0.258 -1.233
C -0.077 -0.699 -0.008
C -0.068 0.389 1.084
C 1.201 1.250 1.048
C -0.226 -0.247 2.468
H -0.908 -2.083 -2.520
H 0.646 -1.241 -2.623
H -0.809 -0.555 -3.417
H -0.609 -1.584 0.369
H 0.942 -1.031 -0.250
H -0.936 1.034 0.901
H 1.147 2.041 1.805
H 1.352 1.732 0.078
H 2.092 0.646 1.267
H -0.207 0.513 3.257
H 0.585 -0.958 2.673
H -1.176 -0.788 2.544
H 0.491 1.323 -1.858
H -0.228 1.495 -1.776


Version B
21
Properties=species:S:1:pos:R:3 method="wB97M-V/def2-TZVPD" smiles=CCCCCOC e_lumo_ev=1.1
C -0.919 -1.041 -0.765
C -1.905 -0.446 0.235
C -1.593 1.020 0.549
C -0.147 1.277 1.030
C 1.043 0.867 0.119
O 1.566 -0.463 0.403
C 2.388 -1.062 -0.592
H -1.155 -2.070 -1.035
H 0.069 -1.078 -0.300
H -0.878 -0.436 -1.683
H -2.933 -0.526 -0.142
H -1.855 -1.024 1.168
H -1.810 1.642 -0.334
H -2.284 1.377 1.329
H -0.002 0.808 2.010
H -0.057 2.362 1.195
H 0.742 1.007 -0.936
H 1.877 1.539 0.318
H 1.921 -1.053 -1.592
H 2.559 -2.117 -0.326
H 3.373 -0.582 -0.651


Energy comparison, zero being the most stable, in kcal/mol: version A 1.7; version B 0.0.


Version A
21
Properties=species:S:1:pos:R:3 method="wB97M-V/def2-TZVPD" e_lumo_ev="-0.1 / 1.0"
C -3.292 0.513 0.295
C -2.070 1.028 0.052
C -0.806 0.568 0.712
C 0.347 0.366 -0.270
C 1.638 -0.074 0.413
C 2.740 -0.357 -0.593
O 3.903 -0.732 0.118
H -3.184 -3.235 0.616
H -4.193 0.971 -0.104
H -3.415 -0.368 0.920
H -2.093 -0.653 -1.562
H -1.994 1.909 -0.587
H -0.514 1.330 1.451
H -1.000 -0.357 1.269
H 0.520 1.297 -0.828
H 0.034 -0.386 -1.013
H 1.987 0.701 1.108
H 1.466 -0.980 1.008
H 2.412 -1.157 -1.276
H 2.919 0.543 -1.204
H 4.595 -0.926 -0.525


Version B
21
Properties=species:S:1:pos:R:3 method="wB97M-V/def2-TZVPD" smiles="C=CCCCOC.[H][H]" e_lumo_ev=1.1
C 3.055 1.220 0.785
C 2.018 0.385 0.816
C 0.609 0.823 1.122
C -0.540 -0.121 0.743
C -1.007 -0.215 -0.708
O -2.090 -1.122 -0.684
C -2.670 -1.371 -1.936
H 2.913 2.292 0.925
H 4.074 0.882 0.627
H 2.176 -0.690 0.720
H 0.600 0.899 2.218
H 0.431 1.843 0.757
H -1.425 0.170 1.320
H -0.291 -1.139 1.065
H -1.341 0.765 -1.093
H -0.213 -0.577 -1.383
H -3.088 -0.458 -2.389
H -3.486 -2.083 -1.777
H -1.951 -1.813 -2.643
H 1.812 1.727 -1.248
H 1.126 1.860 -1.512


Energy comparison, zero being the most stable, in kcal/mol: version A 97.4; version B 0.0.


Version A
21
Properties=species:S:1:pos:R:3 method="wB97M-V/def2-TZVPD" smiles=CCCCCOC e_lumo_ev=1.1
C -3.467 0.014 -0.389
C -2.240 -0.402 0.419
C -0.936 -0.209 -0.354
C 0.309 -0.461 0.495
C 1.592 -0.083 -0.228
O 2.644 -0.031 0.707
C 3.748 0.689 0.230
H -4.390 -0.105 0.188
H -3.562 -0.583 -1.303
H -3.395 1.067 -0.688
H -2.195 0.190 1.344
H -2.334 -1.451 0.732
H -0.932 -0.863 -1.239
H -0.904 0.821 -0.738
H 0.355 -1.510 0.815
H 0.263 0.147 1.407
H 1.825 -0.801 -1.033
H 1.466 0.906 -0.704
H 4.193 0.226 -0.664
H 4.493 0.714 1.029
H 3.467 1.723 -0.028


Version B
21
Properties=species:S:1:pos:R:3 method="wB97M-V/def2-TZVPD" smiles="C=C(CC)CC.O" e_lumo_ev=0.8
C 1.233 -1.448 0.026
C 0.465 -0.373 0.226
C 1.094 1.006 0.301
C 2.230 1.290 -0.681
C -0.887 -0.471 0.933
C -1.764 -1.638 0.539
H 2.287 -1.347 -0.200
H 0.858 -2.458 0.136
H 0.254 1.649 0.009
H 1.331 1.268 1.333
H 3.163 0.731 -0.677
H 1.826 1.272 -1.696
H 2.529 2.333 -0.547
H -0.694 -0.556 2.007
H -1.331 0.515 0.799
H -1.362 -2.531 1.028
H -2.773 -1.540 0.952
H -1.896 -1.853 -0.518
O -2.125 1.102 -1.628
H -1.547 1.805 -1.279
H -2.891 1.246 -1.060


Version C
21
Properties=species:S:1:pos:R:3 method="wB97M-V/def2-TZVPD" smiles="C=CCCCC.O" e_lumo_ev=1.0
C 2.768 -0.532 -0.900
C 1.590 -0.934 -0.424
C 0.255 -0.423 -0.892
C -0.768 -0.212 0.228
C -2.144 0.176 -0.317
C -3.220 0.253 0.762
H 3.701 -0.970 -0.554
H 2.844 0.248 -1.657
H 1.570 -1.716 0.339
H 0.398 0.509 -1.455
H -0.161 -1.156 -1.602
H -0.413 0.561 0.925
H -0.857 -1.138 0.814
H -2.445 -0.557 -1.079
H -2.071 1.142 -0.836
H -4.189 0.542 0.340
H -2.960 0.989 1.531
H -3.346 -0.716 1.258
O 3.042 1.694 1.192
H 2.580 0.964 0.760
H 3.825 1.277 1.569


Energy comparison, zero being the most stable, in kcal/mol: version A 0.0; version B 13.1; version C 1.8.


Version A
21
Properties=species:S:1:pos:R:3 method="wB97M-V/def2-TZVPD" smiles="C=CCCCC.O" e_lumo_ev=0.9
C 0.965 -0.571 -2.341
C 0.953 -0.454 -0.926
C 0.063 -1.350 -0.069
C 0.254 -1.049 1.433
C 0.062 0.305 1.884
C -1.403 0.863 1.676
H 0.614 -1.479 -2.853
H 1.562 0.044 -3.002
H 1.876 0.046 -0.436
H 0.482 -2.418 -0.202
H -1.011 -1.211 -0.330
H 1.382 -1.476 1.581
H -0.342 -1.709 2.051
H 0.584 0.437 2.928
H 0.669 1.038 1.376
H -1.516 1.747 2.333
H -1.627 1.368 0.704
H -2.016 0.019 1.798
O -0.355 2.332 -2.510
H -1.165 2.019 -2.952
H -0.034 1.498 -2.146


Version B
21
Properties=species:S:1:pos:R:3 method="wB97M-V/def2-TZVPD" smiles=CC(C)C[C@@H](C)O e_lumo_ev=0.9
C -1.585 -0.864 -0.916
C -1.128 -0.359 0.452
C -2.230 0.498 1.092
C 0.137 0.491 0.253
C 1.425 -0.095 -0.317
C 2.663 0.657 0.129
O 1.512 -1.481 -0.189
H -2.511 -1.441 -0.841
H -0.818 -1.492 -1.381
H -1.771 -0.007 -1.578
H -0.960 -1.230 1.105
H -3.180 -0.049 1.144
H -2.401 1.402 0.494
H -1.971 0.812 2.111
H 0.267 1.279 1.009
H 0.104 0.949 -0.739
H 1.355 0.153 -1.506
H 2.959 0.471 1.168
H 2.485 1.730 0.000
H 3.470 0.355 -0.542
H 2.172 -1.700 -0.855


Version C
21
Properties=species:S:1:pos:R:3 method="wB97M-V/def2-TZVPD" smiles="CC(=O)CC(C)C.[H][H]" e_lumo_ev=1.0
C -1.386 -0.914 2.185
C -0.171 -0.684 1.309
O 0.941 -0.581 1.783
C -0.421 -0.617 -0.192
C 0.766 -0.093 -1.005
C 0.861 1.432 -0.929
C 0.674 -0.556 -2.458
H -1.835 -1.889 1.959
H -2.150 -0.153 1.989
H -1.093 -0.884 3.237
H -0.685 -1.639 -0.507
H -1.322 -0.013 -0.379
H 1.672 -0.514 -0.554
H 1.755 1.797 -1.447
H 0.910 1.784 0.106
H -0.011 1.899 -1.406
H 1.528 -0.190 -3.040
H -0.239 -0.176 -2.933
H 0.660 -1.650 -2.531
H -0.282 2.343 2.265
H 0.233 1.814 2.358


Energy comparison, zero being the most stable, in kcal/mol: version A 41.2; version B 11.4; version C 0.0.